The ion C4H7F2N2 with charge +1 in a non-equilibrium geometry, computed with the ωB97M-V functional and the def2-TZVPD basis.

Summary:
- ⟨S²⟩ = 2.007
- net charge = +1
- 2S+1 = 3
- LUMO level (spin up / spin down) (eV) = -5.6864 / -7.4937
- total energy (eV) = -12663.5377
- frontier orbital gap (spin up / spin down) (hartree) = 0.286 / 0.328

Each atom is followed by the atoms it is bonded to, with distances in Å.
Cartesian coordinates (Å):
1 C -0.51896 0.57116 -0.57565  C2 1.488, C4 1.564, N6 1.604
2 C -0.31651 2.04040 -0.45064  C1 1.488, H9 1.016, H10 1.149, H11 1.114
3 C 1.47563 -1.54829 1.99197  N5 1.368, H12 1.114, H13 1.117, H14 1.025
4 C -1.28178 -0.21024 -1.69512  C1 1.564, F7 1.353, F8 1.343, H15 1.196
5 N 0.53468 -0.79143 1.34816  C3 1.368, N6 1.172
6 N 0.47264 -0.38052 0.25189  C1 1.604, N5 1.172
7 F -1.22318 -1.55553 -1.56625  C4 1.353
8 F -0.78195 0.20497 -2.86996  C4 1.343
9 H 0.61941 2.42391 -0.35541  C2 1.016
10 H -0.81458 2.54805 -1.35362  C2 1.149
11 H -0.91649 2.08037 0.48657  C2 1.114
12 H 1.50846 -1.39080 3.09446  C3 1.114
13 H 2.43459 -1.47408 1.42317  C3 1.117
14 H 1.26044 -2.55067 1.97393  C3 1.025
15 H -2.45240 0.03270 -1.70350  C4 1.196